Entry 1:
2 unconnected molecules or ions with the total composition C6H12NO3 at a distorted geometry, computed with ωB97M-V/def2-TZVPD.

Summary:
net charge = -1
Kohn-Sham gap = 8.47 eV
E = -14050.4293 eV
HOMO = -4.53 eV
molecular weight = 146.17 g mol⁻¹

Each line ends with the Mulliken charge.
Positions of all 22 atoms, in Å:
1 C 1.88 -0.34 0.10  -0.49
2 C 0.91 -1.06 1.15  -0.61
3 C 1.77 -0.81 -1.33  0.34
4 O 2.35 -1.82 -1.76  -0.72
5 N 0.86 -0.18 -2.06  -0.24
6 H 1.74 0.68 0.04  0.38
7 H 2.81 -0.60 0.60  0.34
8 H -0.13 -0.93 0.90  -0.16
9 H 1.08 -0.61 2.09  0.37
10 H 0.68 -0.52 -3.02  0.22
11 H 0.20 0.53 -1.89  0.20
12 H 0.81 -2.21 1.19  0.28
13 C -1.84 1.37 1.56  -0.28
14 C -1.66 0.21 2.51  -1.03
15 C -1.47 0.98 0.07  0.37
16 O -1.78 -0.09 -0.41  -0.70
17 O -0.83 1.84 -0.52  -0.79
18 H -2.87 1.56 1.46  0.38
19 H -1.10 2.04 1.85  0.29
20 H -0.64 0.31 3.05  0.13
21 H -1.50 -0.75 2.02  0.35
22 H -2.47 0.21 3.24  0.36

---

Entry 2:
A molecular structure, C37H56O3PPtSSi4, computed with ωB97M-V/def2-TZVPD.

Summary:
net charge = +1
Kohn-Sham gap = 6.71 eV
E = -100299.8691 eV
HOMO = -9.62 eV
molecular weight = 919.32 g mol⁻¹

Each line ends with the Mulliken charge.
Positions of all 103 atoms, in Å:
1 Pt 0.34 -0.76 -0.70  2.17
2 C 0.08 -2.56 -2.44  0.80
3 C 1.00 -1.49 -2.81  -0.23
4 C 2.10 -1.54 -1.94  0.25
5 C 1.78 -2.47 -0.89  1.72
6 C 0.56 -3.16 -1.28  0.29
7 C -0.04 -4.36 -0.61  -1.79
8 C 2.79 -3.01 0.08  -1.45
9 C 3.45 -0.97 -2.26  -1.70
10 C 1.01 -0.76 -4.12  -1.38
11 C -1.06 -3.05 -3.27  -1.53
12 H -1.10 -4.24 -0.41  0.32
13 H 0.46 -4.57 0.34  0.39
14 H 0.07 -5.24 -1.25  0.44
15 H 2.78 -2.54 1.06  -0.65
16 H 3.79 -2.91 -0.33  0.50
17 H 2.62 -4.08 0.24  0.51
18 H 4.10 -0.90 -1.39  0.49
19 H 3.38 0.02 -2.71  0.20
20 H 3.95 -1.63 -2.98  0.47
21 H 1.30 0.28 -4.00  0.05
22 H 0.03 -0.78 -4.60  0.48
23 H 1.72 -1.23 -4.80  0.40
24 H -1.90 -3.36 -2.65  0.36
25 H -0.74 -3.92 -3.84  0.42
26 H -1.41 -2.30 -3.97  0.30
27 O -0.64 3.83 2.29  -0.72
28 S -1.22 2.48 2.24  0.54
29 O -2.72 0.01 2.14  0.21
30 O -0.19 1.56 1.39  -1.15
31 C -2.46 2.53 0.94  0.29
32 C -3.52 3.31 1.38  -0.66
33 C -4.65 3.51 0.60  -1.05
34 C -4.69 2.91 -0.65  -0.81
35 C -3.63 2.13 -1.08  -0.26
36 C -2.48 1.90 -0.31  0.12
37 P -1.09 1.00 -1.19  1.75
38 C -2.03 0.40 -2.64  0.19
39 C -3.00 -0.57 -2.39  -0.03
40 C -3.87 -0.97 -3.40  -0.72
41 C -3.74 -0.43 -4.67  -0.85
42 C -2.75 0.51 -4.93  -0.76
43 C -1.91 0.94 -3.91  -1.13
44 C -0.10 2.42 -1.78  1.00
45 C -0.69 3.65 -2.09  -0.67
46 C 0.09 4.69 -2.56  -0.76
47 C 1.46 4.53 -2.71  -1.00
48 C 2.05 3.32 -2.40  -0.72
49 C 1.28 2.27 -1.93  -0.44
50 H -3.46 3.78 2.36  0.49
51 H -5.46 4.13 0.95  0.41
52 H -5.54 3.05 -1.30  0.46
53 H -3.72 1.71 -2.07  0.44
54 H -3.10 -0.99 -1.40  0.19
55 H -4.63 -1.70 -3.19  0.48
56 H -4.41 -0.74 -5.46  0.41
57 H -2.65 0.93 -5.92  0.45
58 H -1.17 1.70 -4.11  0.51
59 H -1.75 3.79 -1.97  0.52
60 H -0.38 5.64 -2.79  0.46
61 H 2.06 5.36 -3.07  0.40
62 H 3.12 3.20 -2.51  0.49
63 H 1.73 1.32 -1.66  0.02
64 C 3.56 1.80 3.78  -1.64
65 Si 2.83 1.37 2.11  0.90
66 C 3.93 0.64 0.81  -0.65
67 C 2.21 3.01 1.50  -1.27
68 Si 0.28 -0.05 1.50  0.15
69 Si 2.14 -0.99 3.25  1.35
70 C 1.83 -0.48 5.02  -1.38
71 C 3.95 -1.42 2.97  -1.73
72 C 1.28 -2.64 2.94  -1.33
73 Si -1.59 -1.12 2.61  0.19
74 C -4.11 -0.21 2.00  -0.96
75 C -1.94 -2.72 1.72  -0.05
76 C -1.85 -1.34 4.46  -1.40
77 H 4.26 2.60 3.51  0.45
78 H 4.11 1.04 4.33  0.48
79 H 2.82 2.25 4.44  0.39
80 H 4.24 1.47 0.17  0.66
81 H 3.35 -0.04 0.19  -0.68
82 H 4.82 0.14 1.18  0.66
83 H 3.16 3.54 1.37  0.52
84 H 1.60 3.56 2.21  0.32
85 H 1.70 2.98 0.54  0.22
86 H 2.28 0.47 5.31  0.39
87 H 2.26 -1.25 5.67  0.44
88 H 0.76 -0.45 5.22  0.25
89 H 4.69 -0.68 3.26  0.45
90 H 4.14 -1.71 1.94  0.35
91 H 4.14 -2.31 3.58  0.61
92 H 0.41 -2.76 3.59  0.30
93 H 1.99 -3.42 3.22  0.72
94 H 0.98 -2.81 1.91  0.01
95 H -4.36 -0.36 0.95  0.15
96 H -4.64 0.67 2.36  0.29
97 H -4.45 -1.08 2.57  0.46
98 H -1.57 -2.67 0.70  -0.93
99 H -3.03 -2.88 1.68  0.72
100 H -1.51 -3.59 2.22  0.43
101 H -1.67 -0.40 4.99  0.37
102 H -1.32 -2.14 4.96  0.43
103 H -2.92 -1.55 4.57  0.45

---

Entry 3:
A molecular structure, C2H6O2Rh at a distorted geometry, computed with ωB97M-V/def2-TZVPD.

Summary:
net charge = +2
Kohn-Sham gap (alpha / beta) = 7.22 / 5.16 eV
spin multiplicity = 6
<S²> = 8.77
E = -9244.7980 eV
HOMO (alpha / beta) = -17.73 / -20.65 eV
molecular weight = 164.97 g mol⁻¹

Each line ends with the Löwdin spin population.
Positions of all 11 atoms, in Å:
1 O -1.52 -0.37 -0.68  0.70
2 Rh -2.72 0.00 0.55  2.43
3 C -0.12 -0.22 -0.69  0.64
4 C 0.60 1.09 -0.64  0.13
5 H 0.39 -1.06 -1.18  0.04
6 H 0.09 1.51 0.29  0.03
7 H 1.68 0.92 -0.77  0.00
8 H 0.23 1.76 -1.44  0.04
9 H 0.67 -0.57 0.98  0.04
10 O 0.38 -1.06 1.87  0.93
11 H 0.31 -2.00 1.71  0.01

---

Entry 4:
A gas-phase ion, C4H8NO (charge +1) at a distorted geometry, computed with ωB97M-V/def2-TZVPD.

Summary:
net charge = +1
Kohn-Sham gap = 10.84 eV
E = -7804.2502 eV
HOMO = -14.31 eV
molecular weight = 86.11 g mol⁻¹

Each line ends with the Mulliken charge.
Positions of all 14 atoms, in Å:
1 C 1.51 0.09 -0.06  0.20
2 C 0.39 -1.15 -0.20  -0.41
3 C 0.34 0.97 0.09  -0.26
4 C -2.01 0.01 0.03  -0.61
5 N 2.71 -0.08 -0.10  -0.49
6 O -0.58 -0.13 0.36  0.02
7 H 0.32 -1.57 -1.16  0.35
8 H 0.62 -1.88 0.56  0.29
9 H 0.36 1.70 0.92  0.35
10 H 0.16 1.42 -0.85  0.31
11 H -2.20 0.47 -1.02  0.33
12 H -2.47 -1.04 0.09  0.32
13 H -2.48 0.58 0.84  0.29
14 H 3.34 0.62 0.50  0.31

---

Energy above the lowest of the compared OMol25 structures with the same formula, charge and spin values (in kcal/mol) by entry order: 36.6 29.1 38.0 88.8.